Record 1
Density functional theory data (ωB97M-V with the def2-TZVPD basis set) for a structure of composition C19H29Br2N4O4ReS.

Geometry as ORCA input:
```
! RIJCOSX wB97M-V def2-TZVPD def2/J DEFGRID3
* xyz 3 4
Re -0.330 -1.081 -0.869
C 2.733 4.867 3.870
C 1.773 3.981 3.132
C 1.547 4.162 1.767
C 0.625 3.394 1.082
C -0.095 2.425 1.789
C 0.101 2.234 3.163
C 1.046 3.000 3.811
S -1.337 1.584 0.987
O -2.454 1.320 1.823
O -1.462 1.983 -0.376
N -0.658 -0.086 0.753
C -0.997 -1.192 1.598
C -1.452 -1.288 2.888
C -1.694 -2.578 3.360
C -1.498 -3.691 2.551
C -1.065 -3.510 1.252
N -0.822 -2.273 0.800
H 3.554 5.183 3.229
H 3.145 4.361 4.742
H 2.210 5.760 4.215
H 2.086 4.942 1.243
H 0.424 3.572 0.037
H -0.495 1.534 3.726
H 1.203 2.864 4.873
H -1.640 -0.417 3.492
H -2.053 -2.708 4.373
H -1.693 -4.689 2.913
H -0.908 -4.336 0.576
Br 2.357 -1.831 0.554
C 3.272 -2.340 -1.066
Br 2.245 -1.783 -2.598
H 3.382 -3.419 -1.082
H 4.224 -1.819 -1.092
C 2.509 1.823 -1.564
N 1.339 2.303 -2.294
C 0.230 1.635 -2.519
N -0.746 2.120 -3.270
O 0.103 0.431 -2.042
H 2.945 2.666 -1.037
H 3.239 1.399 -2.251
H 2.209 1.078 -0.828
H 1.428 3.198 -2.757
H -0.711 3.056 -3.646
H -1.610 1.614 -3.362
C 0.046 -4.342 -1.967
C -1.326 -3.803 -2.229
O -1.397 -2.303 -2.136
C -2.809 -1.877 -2.441
C -2.869 -0.459 -2.907
H -0.052 -5.425 -1.867
H 0.496 -3.977 -1.040
H 0.728 -4.149 -2.791
H -2.084 -4.161 -1.530
H -1.654 -4.012 -3.246
H -3.374 -2.046 -1.521
H -3.142 -2.586 -3.198
H -2.655 0.245 -2.094
H -3.898 -0.265 -3.212
H -2.217 -0.283 -3.763
*
```

E_HOMO (alpha / beta) in Eh: -0.6333 / -0.6336
Calculated total energy in a.u.: -6884.8557
Energy above the lowest of the compared OMol25 structures with the same formula, charge and spin in eV: 0.245
Gap between HOMO and LUMO (alpha / beta) in eV: 5.74 / 6.33
LUMO level (alpha / beta) in Ha: -0.422 / -0.401

Here are the Löwdin charges for atoms 1 to 5, given in e: atom 1 (Re): 1.64, atom 2 (C): -0.01, atom 3 (C): -0.21, atom 4 (C): 0.00, atom 5 (C): -0.04

=====

Record 2
Density functional theory data (ωB97M-V with the def2-TZVPD basis set) for a cluster of 3 separate species, C19H29ClF6NO7 in total in a non-equilibrium geometry.

Geometry as ORCA input:
```
! RIJCOSX wB97M-V def2-TZVPD def2/J DEFGRID3
* xyz 1 1
O -0.202 -4.829 -0.094
C -0.038 -3.822 -0.678
O 0.315 -3.702 -1.982
Cl 1.028 -5.091 -2.624
C -0.111 -2.453 -0.053
C 1.134 -1.863 0.194
C 2.454 -2.492 -0.166
C 3.232 -1.682 -1.223
C 2.361 -1.167 -2.353
F 3.148 -0.958 -3.465
C 1.113 -0.635 0.826
N -0.044 -0.052 1.152
C -1.258 -0.547 0.885
C -2.424 0.319 1.272
C -2.275 1.838 0.979
C -2.267 2.262 -0.485
C -0.972 2.042 -1.245
O -0.824 3.112 -2.160
C -1.314 -1.810 0.279
C -2.679 -2.425 -0.017
F -2.634 -3.750 -0.043
F -3.556 -2.083 0.936
C -3.238 -1.981 -1.404
F -3.759 -0.765 -1.330
F -2.236 -1.952 -2.278
F -4.148 -2.816 -1.825
H 2.334 -3.513 -0.491
H 3.043 -2.471 0.743
H 4.027 -2.280 -1.645
H 3.638 -0.815 -0.714
H 1.916 -0.212 -2.102
H 1.566 -1.860 -2.610
H 2.018 -0.107 1.064
H 0.010 0.846 1.614
H -3.327 0.016 0.780
H -2.524 0.251 2.350
H -1.462 2.303 1.534
H -3.182 2.247 1.408
H -3.101 1.810 -1.006
H -2.431 3.335 -0.512
H -0.112 2.005 -0.581
H -1.024 1.106 -1.806
H -0.282 2.790 -2.884
C 3.139 4.068 -2.293
C 2.796 5.269 -3.145
O 1.894 6.126 -2.446
O 1.947 3.368 -1.934
H 3.785 3.377 -2.833
H 3.654 4.393 -1.379
H 2.271 4.949 -4.043
H 3.698 5.813 -3.438
H 2.377 6.556 -1.733
H 1.270 4.040 -1.768
C -1.383 -1.198 5.273
C -0.988 -2.359 4.391
O 0.309 -2.133 3.818
O -1.326 0.017 4.530
H -2.399 -1.329 5.642
H -0.707 -1.112 6.132
H -1.673 -2.432 3.545
H -1.014 -3.300 4.945
H 0.969 -2.210 4.515
H -0.536 -0.055 3.982
*
```

E_HOMO in Eh: -0.4556
Calculated total energy in a.u.: -2381.9044
Gap between HOMO and LUMO in eV: 7.75
LUMO level in Ha: -0.171

Here are the Löwdin charges for atoms 1 to 5, given in e: atom 1 (O): 0.18, atom 2 (C): -0.57, atom 3 (O): -0.46, atom 4 (Cl): 0.82, atom 5 (C): 0.05

=====

Record 3
Density functional theory data (ωB97M-V with the def2-TZVPD basis set) for a cluster of 3 separate species, C19H29ClN2O4 in total.

Geometry as ORCA input:
```
! RIJCOSX wB97M-V def2-TZVPD def2/J DEFGRID3
* xyz 0 1
C -2.967 -4.477 1.204
C -2.406 -3.064 1.421
C -2.813 -2.131 0.278
C -2.831 -2.485 2.791
C -1.706 -2.268 3.814
C -2.222 -1.447 5.002
C -0.480 -1.576 3.209
O 0.587 -2.542 3.023
C 1.092 -2.681 1.814
C 1.495 -1.802 0.892
Cl 1.576 -0.114 0.997
C 1.846 -2.577 -0.328
O 1.910 -2.221 -1.457
O 1.980 -3.904 0.053
C 1.360 -4.058 1.283
O 1.137 -5.114 1.763
H -3.985 -4.558 1.592
H -2.980 -4.732 0.144
H -2.350 -5.221 1.713
H -1.317 -3.152 1.399
H -3.867 -1.859 0.362
H -2.664 -2.613 -0.691
H -2.215 -1.215 0.274
H -3.352 -1.532 2.648
H -3.561 -3.162 3.243
H -1.370 -3.235 4.197
H -1.559 -1.553 5.862
H -2.240 -0.383 4.749
H -3.230 -1.749 5.284
H -0.720 -1.113 2.250
H -0.098 -0.796 3.869
C 4.264 -0.160 -2.645
C 4.541 1.220 -3.225
C 4.479 2.328 -2.167
C 3.162 2.413 -1.535
N 2.124 2.474 -1.053
H 3.258 -0.221 -2.229
H 4.346 -0.928 -3.413
H 4.976 -0.401 -1.853
H 3.823 1.442 -4.017
H 5.533 1.246 -3.680
H 4.701 3.301 -2.607
H 5.216 2.145 -1.382
C -0.758 5.991 -3.969
C -0.234 5.405 -2.664
C -1.273 4.540 -1.939
C -2.457 5.324 -1.584
N -3.374 5.961 -1.323
H -1.608 6.651 -3.793
H 0.016 6.572 -4.469
H -1.079 5.202 -4.653
H 0.085 6.209 -1.999
H 0.644 4.786 -2.859
H -0.849 4.123 -1.025
H -1.586 3.706 -2.570
*
```

E_HOMO in Eh: -0.3682
Calculated total energy in a.u.: -1612.0213
Gap between HOMO and LUMO in eV: 9.33
LUMO level in Ha: -0.025
SMILES: CC(C)C[C@H](C)COC1=C(Cl)C(=O)OC1=O.CCCC#N.CCCC#N

Here are the Löwdin charges for atoms 1 to 5, given in e: atom 1 (C): -0.06, atom 2 (C): -0.41, atom 3 (C): -0.07, atom 4 (C): -0.14, atom 5 (C): -0.33

=====

Record 4
Density functional theory data (ωB97M-V with the def2-TZVPD basis set) for a cluster of 2 separate species, C19H29N4O4P in total in a non-equilibrium geometry.

Geometry as ORCA input:
```
! RIJCOSX wB97M-V def2-TZVPD def2/J DEFGRID3
* xyz 0 1
N 2.368 3.338 -6.615
C 1.846 2.563 -5.914
C 1.219 1.632 -5.022
C 1.722 0.381 -4.644
C 1.067 -0.400 -3.646
N 1.635 -1.662 -3.274
O 2.582 -2.119 -3.951
O 1.159 -2.275 -2.278
C -0.122 0.041 -3.022
C -0.680 1.210 -3.527
C -0.024 2.050 -4.453
N -0.621 3.250 -4.638
O -1.777 3.158 -3.826
N -1.832 1.914 -3.146
O -2.771 1.643 -2.413
H 2.631 0.006 -5.106
H -0.652 -0.564 -2.292
C 4.538 -0.252 2.795
C 3.257 0.211 2.095
C 2.797 -0.735 0.988
C 1.516 -0.279 0.272
P 0.136 -0.056 1.480
C -1.209 0.613 0.404
C -1.640 2.017 0.849
C -2.205 2.066 2.265
C -2.674 3.463 2.672
C -0.374 -1.837 1.567
C -1.552 -2.038 2.521
C -2.064 -3.483 2.573
C -2.665 -3.962 1.255
H 4.846 0.506 3.522
H 4.387 -1.195 3.333
H 5.360 -0.394 2.085
H 2.463 0.319 2.847
H 3.426 1.211 1.677
H 3.588 -0.839 0.233
H 2.641 -1.734 1.420
H 1.663 0.694 -0.224
H 1.233 -1.020 -0.494
H -0.828 0.663 -0.625
H -2.065 -0.080 0.430
H -0.782 2.703 0.792
H -2.385 2.378 0.127
H -3.051 1.371 2.351
H -1.440 1.722 2.975
H -3.118 3.418 3.671
H -1.842 4.176 2.701
H -3.429 3.850 1.980
H -0.601 -2.160 0.537
H 0.502 -2.411 1.916
H -1.253 -1.760 3.541
H -2.386 -1.380 2.236
H -1.247 -4.149 2.875
H -2.825 -3.526 3.360
H -3.070 -4.971 1.373
H -3.482 -3.302 0.937
H -1.917 -3.986 0.456
*
```

E_HOMO in Eh: -0.3074
Calculated total energy in a.u.: -1602.4397
Energy above the lowest of the compared OMol25 structures with the same formula, charge and spin in eV: 0.000
Gap between HOMO and LUMO in eV: 5.66
LUMO level in Ha: -0.099
SMILES: N#Cc1cc([N+](=O)[O-])cc2c1no[n+]2[O-].CCCCP(CCCC)CCCC

Here are the Löwdin charges for atoms 1 to 5, given in e: atom 1 (N): 0.18, atom 2 (C): -0.16, atom 3 (C): -0.13, atom 4 (C): 0.10, atom 5 (C): -0.11